{
  "formula": "H38O19",
  "method": "the ωB97M-V functional and the def2-TZVPD basis",
  "homo_energy_ev": -9.998,
  "energy_ha": -1452.16462,
  "fmax_ev_per_a": 6.79,
  "lumo_energy_ha": -0.019,
  "gap_ev": 9.47,
  "charge": 0,
  "de_lowest_kcal_mol": 172.7,
  "species": ["O", "H", "H", "O", "H", "H", "O", "H", "H", "O", "H", "H", "O", "H", "H", "O", "H", "H", "O", "H", "H", "O", "H", "H", "O", "H", "H", "O", "H", "H", "O", "H", "H", "O", "H", "H", "O", "H", "H", "O", "H", "H", "O", "H", "H", "O", "H", "H", "O", "H", "H", "O", "H", "H", "O", "H", "H"],
  "xyz": [[-3.752, 1.295, 1.922], [-3.924, 1.071, 0.964], [-3.005, 1.783, 2.192], [-1.025, 4.135, 3.063], [-0.338, 3.508, 2.724], [-1.718, 3.427, 3.109], [1.956, -1.023, -0.013], [2.281, -0.153, 0.325], [1.666, -1.525, 0.828], [4.246, 0.410, 1.902], [3.676, 0.926, 1.387], [4.926, 0.082, 1.324], [-1.219, -1.498, 0.830], [-0.786, -0.830, 1.354], [-0.600, -1.626, 0.110], [-2.697, 3.670, -1.376], [-3.148, 4.203, -0.729], [-2.272, 2.845, -1.191], [2.173, 0.120, -4.685], [2.346, 0.974, -4.394], [1.461, -0.351, -4.345], [1.233, 1.357, -0.233], [1.989, 1.979, -0.352], [1.034, 0.895, -1.059], [-1.608, -3.907, -1.051], [-1.706, -3.811, -1.950], [-1.993, -3.420, -0.426], [-1.379, 1.276, 3.362], [-0.491, 0.976, 3.117], [-1.482, 0.850, 4.239], [-2.758, -2.127, -2.459], [-3.069, -1.468, -3.062], [-3.198, -1.990, -1.669], [0.463, -2.927, -3.216], [-0.300, -3.623, -3.251], [1.040, -3.211, -3.973], [2.357, 4.697, -1.312], [1.621, 4.408, -2.030], [1.667, 5.011, -0.763], [-2.805, 1.035, -2.403], [-2.541, 1.779, -3.102], [-3.583, 1.588, -2.100], [1.464, 2.265, 3.087], [1.842, 2.769, 3.829], [2.193, 2.078, 2.488], [4.326, -0.607, -0.612], [4.347, -1.579, -0.580], [5.215, -0.501, -0.386], [-4.026, -1.326, 2.746], [-4.009, -0.417, 3.035], [-3.447, -1.431, 2.035], [1.575, -3.706, 1.662], [1.017, -2.886, 1.821], [0.934, -3.998, 0.980], [1.480, -3.453, -0.951], [1.663, -2.598, -1.350], [0.613, -3.529, -1.560]],
  "forces_ev_per_angstrom": [[-2.9, -1.4, -1.3], [1.2, 0.9, 1.8], [1.7, 0.6, -0.6], [-0.2, -2.2, -0.7], [0.0, 1.1, 0.4], [0.5, 1.3, 0.4], [-0.9, -0.7, 2.7], [-0.6, -1.3, -0.5], [1.1, 0.9, -2.2], [0.9, -0.6, 2.3], [-0.9, 1.0, -1.5], [-0.1, -0.1, -0.2], [-0.3, -0.3, 0.0], [0.0, 0.5, 0.4], [0.3, -0.2, -0.5], [-0.3, 1.0, -2.1], [0.3, -0.6, 0.9], [0.1, -0.4, 1.4], [2.1, -1.6, -2.6], [-0.3, 2.0, 1.2], [-1.9, -0.4, 1.4], [0.5, 1.6, 0.3], [-1.1, -0.6, -0.5], [0.5, 0.1, 0.1], [4.3, -5.3, -0.2], [-1.6, 1.4, -2.1], [-2.7, 3.4, 2.8], [0.4, -0.9, 0.9], [0.0, 0.5, -0.1], [-0.3, 0.4, -0.7], [1.5, -0.9, -2.4], [-0.3, 0.8, -0.4], [-1.4, 0.5, 2.4], [-1.9, -2.0, -2.2], [2.1, 2.0, -0.2], [-0.6, 0.3, 1.1], [-2.5, -1.7, -3.6], [3.1, 0.6, 1.6], [-0.6, 1.0, 2.0], [-0.6, 3.9, -1.9], [-0.2, -2.6, 1.8], [0.8, -1.3, 0.0], [0.0, 0.2, 0.3], [-0.1, -0.3, -0.4], [0.1, 0.1, 0.2], [-0.7, -1.1, -0.7], [-1.2, 0.1, -0.2], [2.6, 1.1, 0.1], [-1.7, -0.9, 2.0], [0.2, 0.5, -0.4], [1.6, 0.1, -1.6], [-2.4, 1.7, 0.2], [1.2, -1.1, 0.7], [1.1, -0.6, -0.2], [-3.3, -0.3, -2.3], [0.9, 0.4, 0.5], [2.8, -0.6, 2.5]]
}

=====

{
  "formula": "C5H7NO",
  "method": "the ωB97M-V functional and the def2-TZVPD basis",
  "homo_energy_ev": -9.752,
  "energy_ha": -324.65443,
  "fmax_ev_per_a": 0.58,
  "lumo_energy_ha": 0.031,
  "gap_ev": 10.59,
  "charge": 0,
  "de_lowest_kcal_mol": 43.9,
  "smiles": "C#CCCNC=O",
  "species": ["C", "C", "C", "C", "N", "C", "O", "H", "H", "H", "H", "H", "H", "H"],
  "xyz": [[-1.186, -1.769, -0.010], [-0.664, -0.975, 0.731], [0.108, -0.009, 1.514], [0.825, 1.031, 0.607], [1.298, 0.515, -0.659], [0.547, 0.430, -1.800], [0.844, -0.278, -2.739], [-1.626, -2.445, -0.709], [0.845, -0.549, 2.121], [-0.536, 0.522, 2.225], [0.154, 1.877, 0.423], [1.686, 1.424, 1.158], [1.991, -0.220, -0.631], [-0.320, 1.113, -1.805]],
  "forces_ev_per_angstrom": [[0.2, 0.5, 0.3], [-0.2, -0.4, -0.4], [0.0, 0.0, 0.1], [-0.1, 0.1, 0.1], [-0.1, -0.3, -0.1], [0.2, 0.0, 0.0], [-0.2, 0.3, 0.2], [0.0, 0.1, 0.2], [-0.1, 0.0, -0.2], [0.1, -0.1, -0.1], [0.1, -0.2, -0.1], [-0.2, 0.0, -0.1], [0.1, 0.1, 0.1], [0.0, -0.1, 0.0]]
}

=====

{
  "formula": "C20H43ClO8PS3Si",
  "method": "the ωB97M-V functional and the def2-TZVPD basis",
  "homo_energy_ev": -4.062,
  "energy_ha": -3675.30831,
  "fmax_ev_per_a": 2.43,
  "lumo_energy_ha": 0.071,
  "gap_ev": 5.98,
  "charge": -1,
  "species": ["C", "C", "C", "C", "C", "O", "P", "Cl", "Si", "C", "C", "C", "O", "H", "H", "H", "H", "H", "H", "H", "H", "H", "H", "H", "H", "H", "H", "H", "H", "H", "H", "H", "C", "C", "C", "S", "O", "O", "C", "H", "H", "H", "H", "H", "H", "H", "H", "C", "C", "C", "S", "O", "O", "C", "H", "H", "H", "H", "H", "H", "H", "H", "C", "C", "C", "S", "O", "O", "C", "H", "H", "H", "H", "H", "H", "H", "H"],
  "xyz": [[0.050, -3.370, -1.871], [-0.384, -2.253, -2.593], [0.416, -0.897, -2.687], [0.947, -0.342, -1.293], [2.538, -0.620, -1.277], [3.006, -0.573, 0.099], [1.610, -0.336, 1.117], [0.023, 0.212, 2.507], [2.079, -2.321, 2.021], [2.485, -3.691, 0.748], [0.649, -2.864, 3.184], [3.705, -2.049, 3.037], [0.459, -0.902, -0.076], [1.100, -3.757, -2.009], [-0.565, -3.895, -1.089], [-1.353, -2.287, -3.177], [-0.275, -0.089, -3.109], [1.276, -0.958, -3.428], [0.844, 0.783, -1.433], [2.791, -1.666, -1.619], [3.069, 0.248, -1.766], [1.502, 0.997, 0.596], [2.503, 0.170, 2.155], [1.557, -4.214, 0.368], [3.076, -4.498, 1.295], [3.132, -3.354, -0.107], [0.714, -2.306, 4.165], [-0.334, -2.658, 2.659], [0.651, -3.986, 3.383], [3.998, -2.978, 3.622], [3.588, -1.158, 3.715], [4.503, -1.830, 2.265], [-0.905, 1.987, -8.035], [-2.196, 2.463, -7.364], [-2.322, 1.719, -6.032], [-0.651, 1.336, -5.512], [-0.485, -0.097, -5.527], [-0.315, 2.139, -4.360], [0.162, 2.016, -6.948], [-0.631, 2.618, -8.882], [-1.036, 0.965, -8.404], [-2.134, 3.540, -7.180], [-3.068, 2.289, -7.997], [-2.804, 2.332, -5.272], [-2.862, 0.778, -6.149], [1.041, 1.421, -7.193], [0.455, 3.040, -6.711], [0.831, 3.817, 0.803], [0.244, 5.029, 1.530], [1.245, 6.179, 1.387], [2.131, 5.884, -0.141], [3.515, 5.616, 0.174], [1.746, 6.881, -1.117], [1.328, 4.340, -0.539], [0.092, 3.025, 0.675], [1.667, 3.409, 1.378], [-0.706, 5.308, 1.065], [0.042, 4.810, 2.580], [0.745, 7.145, 1.332], [1.970, 6.182, 2.201], [2.034, 3.669, -1.027], [0.495, 4.562, -1.208], [-3.433, -2.623, 4.355], [-2.496, -2.088, 5.440], [-2.989, -2.632, 6.784], [-3.809, -4.183, 6.425], [-5.215, -4.045, 6.732], [-3.015, -5.275, 6.943], [-3.604, -4.108, 4.653], [-3.029, -2.459, 3.355], [-4.399, -2.114, 4.418], [-1.481, -2.445, 5.250], [-2.465, -0.998, 5.443], [-2.166, -2.811, 7.474], [-3.719, -1.964, 7.243], [-4.470, -4.548, 4.161], [-2.701, -4.666, 4.399]],
  "forces_ev_per_angstrom": [[0.0, 1.1, -1.0], [0.6, -0.7, 0.4], [-0.8, -0.4, -0.6], [1.9, -0.6, -1.4], [0.0, 0.4, 1.5], [-1.2, -0.2, -1.2], [2.0, 0.9, 0.5], [-1.2, 0.3, 0.8], [0.0, -0.6, 0.4], [0.1, -1.3, 0.2], [-0.5, -1.0, 0.2], [0.1, -0.2, -0.2], [0.6, 1.0, -1.7], [-0.7, 1.3, 1.2], [0.1, -0.2, -1.8], [0.4, 0.5, 1.9], [0.8, -1.5, 0.6], [-0.8, 0.1, 0.9], [-0.2, -1.1, 0.8], [-0.3, 1.2, -0.4], [-0.4, -1.3, -0.3], [-0.3, -0.2, 0.1], [0.0, 0.3, -0.2], [1.0, 0.7, 0.2], [-0.6, 0.8, -0.6], [-0.8, -0.2, 0.8], [-0.2, -0.6, -1.1], [1.1, 0.0, 0.7], [0.2, 1.2, 0.0], [-0.3, 1.1, -0.6], [0.2, -0.9, -0.6], [-0.7, -0.2, 0.9], [-0.1, -0.1, -0.1], [-0.1, 0.1, -0.1], [-0.5, 0.2, -0.2], [0.2, 0.1, 0.1], [0.0, 0.3, 0.0], [0.0, -0.4, -0.1], [0.1, 0.1, -0.4], [0.0, 0.0, 0.0], [0.1, 0.0, 0.0], [0.0, -0.1, 0.0], [0.0, 0.0, 0.1], [0.1, -0.2, 0.1], [0.1, 0.0, 0.1], [0.0, 0.0, 0.2], [0.0, -0.1, 0.1], [0.0, 0.0, 0.1], [-0.1, -0.1, 0.0], [-0.3, 0.1, 0.5], [-0.2, -0.3, -0.2], [-0.1, 0.3, -0.2], [0.4, 0.1, 0.1], [-0.2, -0.4, 0.0], [0.1, 0.0, 0.1], [-0.1, -0.1, -0.1], [0.1, 0.0, 0.0], [0.0, 0.0, -0.1], [0.2, 0.0, -0.1], [0.1, 0.0, -0.1], [0.1, 0.1, 0.0], [0.1, 0.1, 0.0], [-0.1, 0.1, 0.0], [0.2, 0.0, -0.1], [0.2, 0.5, 0.1], [0.3, -0.1, -0.2], [0.1, -0.2, 0.1], [-0.4, 0.0, 0.2], [0.0, 0.1, -0.4], [0.0, 0.0, 0.1], [0.0, -0.1, 0.0], [-0.1, 0.1, -0.1], [0.0, -0.1, 0.0], [-0.2, -0.1, 0.0], [-0.1, -0.2, 0.0], [0.0, -0.1, 0.2], [0.0, 0.0, 0.1]]
}

=====

{
  "formula": "C15H28FeI2O4SScSi2",
  "method": "the ωB97M-V functional and the def2-TZVPD basis",
  "homo_energy_ev": [-20.861, -21.478],
  "energy_ha": -4484.54414,
  "spin_multiplicity": 6,
  "fmax_ev_per_a": 8.06,
  "lumo_energy_ha": [-0.551, -0.579],
  "gap_ev": [5.86, 5.72],
  "charge": 4,
  "species": ["I", "I", "Sc", "Fe", "S", "C", "C", "C", "C", "C", "C", "C", "C", "O", "O", "O", "O", "H", "H", "H", "H", "H", "H", "H", "H", "H", "C", "Si", "C", "C", "C", "Si", "C", "C", "C", "H", "H", "H", "H", "H", "H", "H", "H", "H", "H", "H", "H", "H", "H", "H", "H", "H", "H", "H"],
  "xyz": [[1.258, 2.810, 1.555], [-1.280, 2.451, -1.285], [1.908, -1.429, -1.180], [-0.256, 0.094, -2.421], [-1.026, 3.299, 1.119], [1.688, 0.858, -1.347], [3.829, -0.322, -0.503], [-0.870, 5.072, 0.713], [-2.322, 5.499, 0.480], [0.006, 5.344, -0.504], [-0.240, 5.789, 1.909], [2.442, -2.294, -3.269], [1.614, -0.528, -3.485], [4.749, 0.371, -0.479], [2.058, 1.987, -1.356], [2.711, -2.948, -4.196], [2.072, 0.096, -4.400], [-2.395, 6.587, 0.528], [-2.947, 5.078, 1.276], [-2.697, 5.123, -0.480], [0.077, 6.437, -0.596], [-0.425, 4.930, -1.420], [0.997, 4.901, -0.369], [-0.366, 6.877, 1.783], [0.821, 5.552, 1.970], [-0.698, 5.489, 2.854], [-2.431, -1.731, 0.307], [-1.297, -2.741, -0.828], [-1.992, -4.522, -0.905], [-1.547, -1.932, -2.554], [0.483, -2.903, -0.347], [0.905, -2.722, 1.480], [2.573, -3.565, 1.735], [1.059, -0.915, 1.920], [-0.326, -3.563, 2.650], [-3.443, -2.180, 0.312], [-2.525, -0.698, -0.074], [-2.084, -1.678, 1.348], [-2.761, -4.606, -1.680], [-1.190, -5.224, -1.151], [-2.437, -4.828, 0.049], [-1.957, -0.885, -2.527], [-0.656, -1.993, -3.219], [-2.326, -2.576, -3.003], [0.887, -3.834, -0.770], [3.421, -2.880, 1.623], [2.636, -3.972, 2.755], [2.722, -4.407, 1.053], [0.233, -0.281, 1.583], [1.091, -0.816, 3.014], [1.974, -0.420, 1.574], [-1.219, -2.961, 2.858], [-0.664, -4.542, 2.279], [0.164, -3.748, 3.621]],
  "forces_ev_per_angstrom": [[-0.2, -0.1, 0.8], [-0.9, 0.2, 0.5], [-0.4, 0.0, 0.1], [0.5, -0.2, 0.6], [1.0, -0.7, -1.0], [1.8, 5.7, 0.0], [4.5, 2.8, 0.0], [-0.1, 1.7, -0.9], [-0.3, -0.7, 0.3], [0.0, -0.3, -0.1], [-0.1, -0.4, 0.8], [2.7, -5.7, -3.9], [1.4, 5.8, -5.4], [-3.6, -2.8, 0.1], [-1.8, -5.6, -0.3], [-1.4, 3.3, 4.0], [-2.5, -3.6, 4.8], [0.0, -0.1, -0.1], [-0.2, 0.3, -0.1], [0.0, 0.3, 0.1], [0.1, -0.4, -0.1], [0.1, 0.5, 0.1], [0.0, 0.4, -0.1], [0.0, -0.5, -0.1], [0.0, 0.3, 0.0], [-0.1, 0.2, 0.1], [0.6, 0.3, -0.1], [-2.6, 0.0, 0.0], [0.8, -0.1, 0.0], [0.7, -0.1, -0.1], [-0.7, -0.5, 0.3], [1.3, -0.9, 1.8], [-0.2, 0.2, -0.2], [-0.3, 0.6, -0.4], [-0.9, -0.3, -0.2], [0.5, 0.1, -0.1], [-0.1, -0.3, 0.3], [-0.2, 0.0, -0.3], [0.1, 0.2, 0.0], [-0.2, -0.1, 0.0], [0.2, 0.2, -0.1], [-0.5, -0.6, -0.1], [-0.5, -0.2, -0.1], [0.2, 0.6, -0.2], [0.3, 0.0, -0.2], [0.1, -0.1, 0.0], [0.0, 0.2, -0.2], [0.0, 0.0, 0.1], [-0.1, -0.1, 0.1], [0.1, -0.1, -0.1], [0.3, 0.0, 0.0], [0.2, -0.1, -0.2], [0.2, 0.2, 0.0], [0.3, 0.2, -0.4]]
}